Formula: C35H64N11S
Source: OMol25
Level of theory: ωB97M-V/def2-TZVPD

```
111
Properties=species:S:1:pos:R:3:forces:R:3:lowdin_charge:R:1
N 0.077 -2.243 -5.979 -3.24 1.49 -0.39 0.232
C -0.881 -1.310 -6.291 -1.12 2.02 -1.46 -0.207
N -0.799 0.066 -6.920 1.29 -2.45 3.26 0.044
C -1.637 0.892 -5.926 -0.13 1.58 2.42 -0.168
C -2.585 -0.184 -5.099 1.88 0.11 -0.80 -0.183
N -2.393 -1.419 -6.000 1.46 -0.05 2.32 -0.467
S -3.395 -1.383 -7.466 -0.46 0.26 -0.57 0.756
H -0.210 -3.013 -5.301 0.30 1.13 -1.58 0.149
H 1.047 -2.293 -6.374 -0.72 0.44 0.81 0.090
H 0.168 0.495 -6.940 -1.28 -0.99 -0.17 0.142
H -2.133 1.882 -6.305 0.75 -2.41 0.02 0.140
H -0.920 1.268 -5.080 -1.04 -0.51 -1.72 0.105
H -1.958 -0.460 -4.144 -1.67 0.68 -1.51 0.112
H -3.682 0.147 -4.858 2.28 -0.85 -0.72 0.137
H -4.725 -1.185 -7.013 1.82 -0.43 0.38 -0.076
C -2.329 0.481 -0.669 0.12 -0.10 0.09 -0.111
C -2.276 1.972 -0.360 0.22 -0.39 0.20 -0.259
C -3.514 2.729 -0.841 0.14 0.29 0.22 -0.179
C -3.623 2.747 -2.306 -0.30 0.02 -1.17 -0.211
N -3.713 2.759 -3.463 0.30 -0.18 1.35 0.139
H -2.340 0.295 -1.747 -0.05 0.01 0.00 0.049
H -1.448 -0.020 -0.253 -0.19 0.04 -0.08 0.031
H -3.219 0.020 -0.230 0.09 0.02 -0.05 0.087
H -1.371 2.401 -0.807 -0.13 0.07 0.04 0.094
H -2.189 2.098 0.725 -0.07 0.12 -0.27 0.074
H -3.458 3.762 -0.477 -0.13 -0.09 -0.22 0.121
H -4.417 2.287 -0.404 0.07 0.04 -0.22 0.128
C -0.370 -1.067 4.015 0.12 0.01 -0.04 -0.118
C 0.558 -0.454 2.974 -0.28 -0.50 -0.06 -0.266
C 0.851 1.025 3.225 0.29 -0.10 -0.21 -0.183
C -0.344 1.866 3.068 -0.89 0.78 0.04 -0.187
N -1.288 2.530 2.949 1.22 -0.98 0.08 0.165
H -1.361 -0.602 3.992 0.08 -0.03 0.04 0.080
H -0.499 -2.136 3.820 -0.08 0.30 0.09 0.044
H 0.041 -0.953 5.023 -0.08 -0.06 -0.28 0.041
H 0.122 -0.590 1.976 0.17 0.09 0.09 0.078
H 1.506 -1.005 2.986 -0.04 0.21 -0.08 0.112
H 1.615 1.359 2.513 -0.19 0.16 0.10 0.114
H 1.272 1.158 4.228 -0.19 0.11 -0.08 0.118
C 2.668 2.021 -4.145 0.00 -0.08 -0.14 -0.117
C 1.673 2.858 -3.351 0.10 0.05 -0.42 -0.260
C 1.766 2.632 -1.843 -0.20 0.31 0.02 -0.182
C 1.363 1.274 -1.456 -0.22 -1.13 0.48 -0.204
N 1.048 0.199 -1.150 0.39 1.32 -0.53 0.179
H 2.468 0.950 -4.035 0.04 0.03 0.06 0.060
H 2.598 2.264 -5.210 0.08 -0.03 0.12 0.073
H 3.694 2.216 -3.820 -0.09 -0.04 -0.06 0.080
H 0.658 2.645 -3.706 0.07 0.10 0.17 0.095
H 1.869 3.917 -3.559 -0.11 -0.16 0.16 0.119
H 1.113 3.353 -1.338 0.08 -0.23 0.08 0.120
H 2.786 2.832 -1.496 -0.14 -0.18 0.02 0.127
C 0.090 -5.413 -1.738 0.00 -0.12 -0.03 -0.103
C -0.789 -4.314 -2.321 -0.06 -0.43 0.11 -0.266
C -0.482 -2.932 -1.747 -0.13 0.04 -0.28 -0.203
C -0.815 -2.833 -0.320 -0.12 0.24 1.25 -0.199
N -1.074 -2.755 0.809 0.27 -0.05 -1.60 0.194
H -0.082 -5.538 -0.665 0.08 0.04 -0.14 0.063
H -0.131 -6.369 -2.224 0.08 0.12 0.12 0.081
H 1.151 -5.192 -1.894 -0.09 -0.07 0.09 0.078
H -1.843 -4.569 -2.155 0.13 0.16 -0.09 0.119
H -0.634 -4.285 -3.406 -0.07 0.09 0.01 0.083
H -1.064 -2.184 -2.299 0.04 0.09 0.28 0.092
H 0.575 -2.688 -1.902 -0.12 0.03 0.24 0.110
C 6.498 -1.552 -6.635 0.03 0.00 -0.14 -0.105
C 5.890 -0.737 -5.501 0.30 0.18 -0.41 -0.268
C 5.121 -1.589 -4.492 0.07 0.27 0.23 -0.179
C 3.919 -2.199 -5.077 -0.99 -0.71 -0.37 -0.179
N 2.972 -2.685 -5.539 1.08 0.88 0.46 0.143
H 5.724 -2.032 -7.243 0.09 0.00 0.07 0.074
H 7.083 -0.902 -7.294 -0.09 -0.15 0.09 0.080
H 7.164 -2.329 -6.247 -0.07 0.08 -0.07 0.083
H 5.235 0.036 -5.923 0.04 -0.08 0.17 0.108
H 6.700 -0.217 -4.975 -0.25 -0.09 0.06 0.116
H 4.822 -0.955 -3.650 -0.16 -0.24 -0.08 0.118
H 5.775 -2.369 -4.085 -0.24 -0.04 -0.12 0.132
C -0.026 -4.764 2.971 -0.04 -0.16 -0.05 -0.131
C 0.647 -5.941 3.665 -0.45 0.17 0.11 -0.259
C 2.131 -6.072 3.323 -0.01 -0.25 0.30 -0.194
C 2.351 -6.413 1.912 0.35 -0.19 -1.23 -0.222
N 2.527 -6.679 0.795 -0.31 0.38 1.42 0.138
H -0.024 -4.885 1.883 0.03 0.05 0.17 0.041
H -1.069 -4.683 3.294 0.16 0.07 -0.10 0.082
H 0.478 -3.823 3.214 -0.04 -0.14 -0.10 0.055
H 0.115 -6.864 3.407 0.19 0.07 0.07 0.115
H 0.548 -5.807 4.749 0.14 -0.12 -0.15 0.113
H 2.569 -6.857 3.950 0.07 0.08 -0.25 0.120
H 2.655 -5.141 3.569 -0.03 -0.11 -0.20 0.121
C 0.421 1.140 9.360 0.15 -0.06 0.06 -0.110
C -0.065 1.688 8.025 0.32 0.17 0.27 -0.271
C -1.379 1.060 7.560 0.01 0.27 -0.25 -0.187
C -1.235 -0.367 7.243 -0.12 -1.32 -0.06 -0.220
N -1.123 -1.495 6.997 -0.14 1.52 0.50 0.156
H 0.657 0.073 9.294 -0.07 0.10 0.02 0.074
H 1.331 1.663 9.672 -0.14 -0.10 0.00 0.075
H -0.334 1.279 10.140 0.09 -0.03 -0.07 0.079
H 0.715 1.541 7.268 -0.18 0.03 0.01 0.104
H -0.211 2.770 8.127 -0.07 -0.17 -0.14 0.112
H -1.724 1.589 6.663 -0.05 -0.23 0.05 0.115
H -2.151 1.198 8.325 0.09 -0.19 -0.11 0.125
C -2.610 5.451 3.749 -0.16 -0.17 -0.03 -0.133
C -3.489 6.550 3.166 0.04 -0.40 -0.04 -0.275
C -3.182 7.933 3.740 -0.24 0.13 -0.30 -0.201
C -3.515 8.032 5.168 -0.16 0.20 1.32 -0.229
N -3.774 8.110 6.296 0.33 -0.17 -1.55 0.140
H -2.782 5.327 4.822 0.04 0.06 -0.09 0.074
H -2.831 4.495 3.263 0.14 0.19 0.16 0.035
H -1.549 5.673 3.593 -0.08 -0.06 0.02 0.073
H -4.543 6.295 3.332 0.13 0.17 -0.03 0.114
H -3.334 6.579 2.081 -0.07 0.15 0.13 0.104
H -3.764 8.680 3.188 0.09 0.01 0.25 0.117
H -2.125 8.177 3.585 -0.13 -0.02 0.19 0.120
```
Positions in Å, forces in eV/Å.

Calculated values
**Spin multiplicity**: 1
**E_HOMO**: -0.4395 Ha
**LUMO**: -0.156 Ha
**Energy**: -2372.12366 Ha
**Orbital gap**: 7.71 eV
**Total charge**: +1

***

Formula: C35H65Cl42N2
Source: OMol25
Level of theory: ωB97M-V/def2-TZVPD

```
144
Properties=species:S:1:pos:R:3:forces:R:3:lowdin_charge:R:1
C -2.228 -0.111 4.913 -0.96 -1.74 -0.55 -0.126
C -2.327 -0.387 3.296 0.37 -1.02 -0.90 -0.286
C -3.667 0.263 2.535 1.51 1.38 1.16 -0.117
C -1.374 -1.181 2.474 -1.18 0.65 0.85 -0.117
C -1.179 -2.810 2.498 2.25 0.68 0.77 -0.210
C -1.381 -3.511 3.968 0.10 -1.36 -0.23 -0.225
C -2.710 -4.522 4.044 1.52 0.58 0.56 -0.324
C -2.912 -4.875 5.631 -0.34 0.57 -0.52 -0.107
C -3.983 -3.802 3.313 -0.22 -0.62 -0.95 -0.174
C -5.462 -4.304 3.806 -0.96 0.96 -0.97 -0.124
C -6.517 -3.075 3.388 -2.82 2.27 1.09 -0.022
C -7.529 -2.384 4.528 -0.05 2.03 -5.72 0.065
C -8.438 -1.190 3.871 2.08 -1.98 -0.88 0.043
C -8.338 -0.807 2.293 2.47 -3.24 1.68 0.008
N -7.392 -1.552 1.433 -2.83 1.53 4.22 -0.007
N -6.625 -2.513 2.001 0.36 -1.65 3.23 0.009
H -1.228 -0.585 5.306 -1.96 1.25 -0.70 0.076
H -2.302 1.056 5.118 0.26 -2.60 -0.59 0.064
H -3.137 -0.658 5.460 1.83 1.29 -0.86 0.074
H -4.477 0.490 3.382 1.73 -0.58 -1.79 0.089
H -4.111 -0.439 1.711 1.20 1.53 1.82 -0.011
H -3.328 1.319 2.131 -1.10 -1.95 0.41 0.051
H -0.720 -0.570 1.689 -2.52 -1.74 0.63 0.049
H -0.041 -3.008 2.195 -2.71 0.29 0.56 0.036
H -1.808 -3.337 1.632 1.02 1.46 1.99 0.121
H -0.452 -4.241 4.135 -2.18 1.64 -0.34 0.038
H -1.348 -2.758 4.878 -0.38 -1.40 -2.08 0.093
H -2.363 -5.517 3.492 -1.13 2.16 0.95 0.152
H -3.593 -4.020 6.091 1.26 -1.94 -0.73 0.087
H -3.402 -5.948 5.711 0.99 2.32 0.26 0.095
H -1.879 -4.798 6.206 -2.19 -0.47 -1.33 0.094
H -3.907 -4.077 2.154 -0.21 0.67 2.43 0.125
H -3.980 -2.631 3.361 0.44 -2.16 0.24 0.112
H -5.834 -5.276 3.253 0.77 1.93 1.10 0.108
H -5.584 -4.463 4.957 0.28 0.48 -2.22 0.119
H -7.569 -2.735 5.649 0.13 0.85 -2.55 0.132
H -9.197 -0.585 4.547 1.77 -1.44 -1.55 0.122
H -9.014 0.042 1.800 1.84 -2.22 1.10 0.148
H -5.963 -2.993 1.314 -1.21 1.04 1.03 0.162
C -4.290 0.508 -1.132 0.33 0.38 -0.15 -0.987
Cl -5.305 -0.694 -0.325 -0.28 0.11 -0.38 0.558
Cl -3.370 -0.220 -2.454 -0.02 0.05 0.26 0.518
H -4.927 1.299 -1.535 0.04 -0.35 0.04 0.040
H -3.593 0.931 -0.404 -0.22 -0.28 -0.18 -0.053
C -0.341 1.795 -1.163 0.19 -0.25 -0.34 -1.014
Cl -1.307 1.565 0.300 0.08 0.09 0.12 0.603
Cl -0.126 3.513 -1.520 0.03 -0.09 -0.11 0.528
H 0.640 1.336 -1.018 -0.37 0.29 0.10 -0.047
H -0.851 1.318 -2.004 0.04 0.19 0.29 -0.047
C -1.836 2.355 -5.242 0.23 0.35 -0.13 -1.023
Cl -0.926 0.959 -4.652 0.21 -0.04 -0.11 0.534
Cl -3.568 2.154 -4.953 -0.07 0.14 -0.13 0.521
H -1.490 3.251 -4.722 -0.12 -0.38 -0.05 -0.025
H -1.665 2.462 -6.316 -0.11 -0.13 0.29 0.035
C 2.750 -2.380 3.852 0.43 0.06 0.17 -0.964
Cl 1.557 -2.902 5.047 0.42 0.74 0.01 0.542
Cl 1.963 -1.713 2.417 0.45 0.30 -0.12 0.579
H 3.387 -1.613 4.297 -0.23 -0.14 -0.14 0.031
H 3.358 -3.239 3.557 -0.27 0.24 0.05 -0.017
C -9.412 -5.548 4.011 -0.18 0.24 -0.10 -1.005
Cl -10.275 -6.032 5.476 0.12 0.27 0.07 0.561
Cl -8.347 -6.839 3.444 0.09 0.07 -0.11 0.539
H -10.140 -5.317 3.230 0.13 -0.18 0.18 0.035
H -8.811 -4.661 4.229 -0.14 -0.33 0.01 -0.022
C 2.917 2.194 -3.597 -0.40 0.26 -0.25 -1.009
Cl 2.682 0.971 -2.343 -0.03 -0.41 -0.62 0.522
Cl 4.603 2.246 -4.126 -0.07 0.11 0.04 0.551
H 2.283 1.951 -4.454 0.24 -0.09 0.22 0.022
H 2.639 3.172 -3.197 0.19 -0.32 0.01 -0.041
C -3.685 5.712 -4.746 -0.35 -0.22 0.02 -1.017
Cl -2.176 5.630 -5.662 -0.03 0.06 -0.10 0.545
Cl -3.709 7.126 -3.684 -0.07 -0.04 0.06 0.535
H -4.523 5.778 -5.444 0.29 0.07 0.13 0.037
H -3.782 4.809 -4.138 0.12 0.31 -0.13 -0.012
C -11.845 -8.316 3.316 0.25 -0.07 0.22 -1.071
Cl -12.787 -7.421 2.117 0.10 0.17 -0.04 0.500
Cl -12.651 -9.826 3.760 0.12 0.05 0.04 0.521
H -10.863 -8.548 2.896 -0.32 -0.01 0.02 0.008
H -11.728 -7.699 4.210 -0.21 -0.26 -0.32 -0.045
C 7.958 1.858 -5.636 -0.12 0.18 0.29 -1.035
Cl 8.530 0.242 -6.066 -0.05 -0.04 0.13 0.517
Cl 8.130 2.976 -6.994 -0.06 0.05 0.11 0.507
H 6.903 1.799 -5.355 0.32 -0.08 -0.24 -0.043
H 8.544 2.230 -4.792 -0.05 -0.13 -0.31 0.033
C 4.243 4.067 -0.238 0.34 0.09 0.26 -0.993
Cl 3.301 4.962 -1.436 0.10 0.21 0.04 0.543
Cl 3.437 2.557 0.207 0.19 0.23 0.39 0.488
H 5.225 3.835 -0.657 -0.33 -0.04 0.01 0.037
H 4.360 4.684 0.656 -0.19 -0.16 -0.22 0.012
C 1.123 2.321 3.024 0.06 -0.27 -0.30 -1.031
Cl -0.350 2.660 3.941 -0.01 0.01 -0.10 0.543
Cl 2.468 3.319 3.589 -0.01 0.01 -0.02 0.536
H 1.385 1.267 3.149 -0.08 0.25 0.08 0.008
H 0.941 2.533 1.968 0.03 0.09 0.31 -0.019
C 5.858 2.141 4.087 -0.18 -0.15 0.38 -1.023
Cl 6.430 0.525 3.657 -0.42 0.06 -0.13 0.483
Cl 6.030 3.259 2.729 0.05 0.14 0.05 0.521
H 4.803 2.082 4.368 0.27 0.04 -0.21 -0.015
H 6.444 2.513 4.931 -0.13 -0.12 -0.35 -0.033
C 9.623 -1.844 4.648 0.34 -0.16 0.21 -1.014
Cl 9.177 -0.180 5.043 0.46 -0.14 0.27 0.471
Cl 8.595 -2.490 3.363 0.01 -0.09 -0.01 0.494
H 10.663 -1.864 4.315 -0.33 0.08 -0.01 0.031
H 9.508 -2.465 5.540 -0.09 0.21 -0.25 0.031
C 8.623 4.426 4.982 0.19 -0.15 -0.33 -1.038
Cl 7.150 4.765 5.900 -0.06 0.06 0.07 0.527
Cl 9.968 5.424 5.547 -0.01 -0.10 -0.08 0.522
H 8.885 3.373 5.107 -0.04 0.28 0.08 0.022
H 8.441 4.639 3.926 -0.01 0.04 0.33 0.011
C 2.923 -6.294 4.393 0.01 -0.24 -0.26 -0.988
Cl 1.450 -5.955 5.311 -0.11 -0.78 0.03 0.490
Cl 4.268 -5.296 4.958 0.14 -0.13 -0.03 0.539
H 3.185 -7.348 4.518 -0.06 0.33 0.08 0.033
H 2.741 -6.081 3.337 0.02 0.04 0.30 0.035
C 8.974 -3.197 -7.601 0.09 0.33 -0.17 -1.036
Cl 9.884 -4.593 -7.011 0.10 0.03 -0.04 0.511
Cl 7.242 -3.398 -7.312 0.03 0.10 -0.05 0.496
H 9.320 -2.301 -7.081 -0.12 -0.32 -0.05 -0.016
H 9.145 -3.090 -8.675 -0.09 -0.15 0.29 0.033
C 12.498 -6.401 -4.497 -0.06 0.36 -0.17 -1.039
Cl 11.635 -6.885 -3.032 -0.06 0.10 0.00 0.490
Cl 13.563 -7.693 -5.064 0.05 0.07 -0.08 0.498
H 11.770 -6.170 -5.279 0.16 -0.20 0.24 -0.008
H 13.099 -5.514 -4.279 -0.13 -0.35 0.03 -0.039
C 15.660 -4.293 -2.162 0.38 -0.09 0.16 -1.015
Cl 14.467 -4.815 -0.967 0.10 -0.02 0.01 0.500
Cl 14.873 -3.626 -3.598 0.12 0.09 -0.07 0.524
H 16.298 -3.526 -1.717 -0.29 -0.13 -0.14 0.029
H 16.268 -5.152 -2.457 -0.28 0.19 0.03 0.032
C -5.640 10.286 -4.383 0.38 -0.08 0.07 -1.034
Cl -6.833 9.764 -3.188 0.10 -0.04 0.05 0.496
Cl -6.427 10.953 -5.819 0.11 0.07 -0.04 0.525
H -5.002 11.053 -3.938 -0.30 -0.12 -0.12 0.034
H -5.032 9.427 -4.678 -0.28 0.20 0.04 -0.021
C -8.253 11.535 -9.027 -0.11 0.04 0.41 -1.020
Cl -7.350 13.023 -9.340 -0.04 -0.04 0.11 0.507
Cl -8.265 10.488 -10.451 -0.18 0.01 0.01 0.548
H -7.783 11.002 -8.197 -0.05 0.11 -0.34 -0.029
H -9.282 11.792 -8.766 0.27 -0.04 -0.21 0.034
C -5.801 7.971 -10.997 -0.09 0.39 -0.12 -1.050
Cl -5.974 6.969 -12.443 0.00 0.09 -0.03 0.502
Cl -5.439 6.983 -9.578 0.02 0.06 0.14 0.482
H -4.986 8.683 -11.153 -0.15 -0.29 0.04 0.033
H -6.735 8.512 -10.826 0.33 -0.34 -0.02 -0.059
```
Positions in Å, forces in eV/Å.

Calculated values
**Spin multiplicity**: 1
**E_HOMO**: -0.3374 Ha
**LUMO**: -0.186 Ha
**Energy**: -20809.35947 Ha
**Orbital gap**: 4.11 eV
**Total charge**: +1